[1]
Molecular formula: C25H65N10O6P3
Method: DFT, ωB97M-V with the def2-TZVPD basis set

HOMO level = -8.20 eV
Calculated total energy = -82036.957 eV
Structure (SMILES) = CN(C)P(=O)(N(C)C)N(C)C.CN(C)P(=O)(N(C)C)N(C)C.CN(C)P(=O)(N(C)C)N(C)C.O=C1OCCO1.CCCC#N

Structure (ORCA input):
```
! wB97M-V def2-TZVPD RIJCOSX def2/J DEFGRID3
* xyz 0 1
C -18.456 7.386 -2.373
N -17.751 7.533 -3.645
C -17.080 6.315 -4.066
P -17.898 8.918 -4.559
O -18.085 10.146 -3.756
N -16.560 8.865 -5.508
C -16.565 9.415 -6.863
C -15.246 8.761 -4.907
N -19.178 8.653 -5.585
C -20.457 9.272 -5.236
C -19.243 7.453 -6.393
H -18.846 6.370 -2.308
H -19.239 8.135 -2.283
H -17.758 7.540 -1.543
H -16.304 6.533 -4.793
H -17.771 5.572 -4.469
H -16.550 5.889 -3.205
H -15.810 10.198 -6.931
H -16.406 8.622 -7.596
H -17.537 9.866 -7.058
H -15.321 8.361 -3.899
H -14.598 8.122 -5.515
H -14.758 9.742 -4.857
H -21.157 9.232 -6.069
H -20.904 8.727 -4.393
H -20.272 10.302 -4.944
H -19.226 6.527 -5.809
H -18.401 7.402 -7.088
H -20.168 7.467 -6.966
C -18.666 6.961 1.404
N -19.364 8.228 1.431
C -18.574 9.363 0.961
P -21.012 8.253 1.340
O -21.591 8.035 0.002
N -21.489 7.087 2.423
C -21.038 7.076 3.803
C -22.562 6.167 2.059
N -21.431 9.722 1.957
C -22.705 10.311 1.564
C -20.786 10.340 3.099
H -17.815 6.987 2.091
H -18.311 6.747 0.393
H -19.340 6.172 1.728
H -17.545 9.252 1.305
H -18.942 10.296 1.375
H -18.546 9.430 -0.134
H -19.969 6.845 3.878
H -21.161 8.049 4.289
H -21.610 6.353 4.378
H -23.549 6.525 2.375
H -22.587 6.080 0.974
H -22.375 5.184 2.494
H -22.888 10.121 0.512
H -23.544 9.867 2.121
H -22.702 11.379 1.780
H -20.579 11.391 2.884
H -19.819 9.869 3.275
H -21.379 10.229 4.012
C -14.379 13.382 1.928
N -15.502 14.115 1.358
C -15.229 15.447 0.839
P -16.931 13.330 1.109
O -16.898 11.975 1.704
N -18.108 14.359 1.655
C -19.476 13.904 1.425
C -17.894 15.105 2.878
N -17.245 13.256 -0.531
C -16.563 12.177 -1.239
C -17.600 14.432 -1.285
H -14.739 12.652 2.653
H -13.716 14.075 2.443
H -13.855 12.778 1.178
H -14.471 15.922 1.463
H -16.129 16.059 0.910
H -14.886 15.418 -0.199
H -19.569 12.818 1.502
H -20.154 14.365 2.144
H -19.831 14.225 0.444
H -16.869 15.465 2.937
H -18.565 15.964 2.929
H -18.063 14.499 3.780
H -15.475 12.226 -1.173
H -16.944 11.214 -0.888
H -16.913 12.163 -2.275
H -18.125 14.169 -2.211
H -16.768 15.089 -1.555
H -18.344 15.039 -0.770
O -23.110 13.298 -1.283
C -22.150 12.607 -1.390
O -20.884 13.068 -1.510
C -19.975 11.968 -1.660
C -20.910 10.771 -1.859
O -22.174 11.258 -1.408
H -19.369 12.176 -2.539
H -19.292 11.811 -0.828
H -20.616 9.910 -1.264
H -20.939 10.450 -2.896
C -21.319 16.233 -3.163
C -20.485 16.276 -4.433
C -19.566 17.511 -4.486
C -18.615 17.526 -3.367
N -17.874 17.559 -2.491
H -22.020 15.404 -3.108
H -21.911 17.148 -3.072
H -20.673 16.148 -2.287
H -21.113 16.281 -5.326
H -19.827 15.408 -4.538
H -20.141 18.437 -4.435
H -18.977 17.489 -5.403
*
```

=====

[2]
Molecular formula: C6H11N2
Method: DFT, ωB97M-V with the def2-TZVPD basis set

ΔE to the lowest compared entry with this formula, charge and spin = 51.5 kcal per mole
HOMO level = -14.39 eV
Calculated total energy = -9372.502 eV
Structure (SMILES) = C=NC1=[NH+]CC[C@H]1C

Structure (ORCA input):
```
! wB97M-V def2-TZVPD RIJCOSX def2/J DEFGRID3
* xyz 1 1
C -2.936 -0.004 -0.375
N -1.899 0.155 0.286
C -0.638 0.400 0.102
N 0.104 1.405 0.565
C 1.509 1.158 0.341
C 1.432 0.258 -0.878
C 0.243 -0.601 -0.517
C 0.490 -1.708 0.627
H -3.729 -0.457 0.154
H -3.037 0.572 -1.331
H -0.246 2.252 1.012
H 1.647 0.366 1.177
H 2.036 2.132 0.347
H 1.117 0.905 -1.696
H 2.343 -0.242 -1.129
H -0.120 -0.998 -1.440
H 0.984 -1.084 1.393
H 1.197 -2.552 0.328
H -0.498 -1.957 1.034
*
```

=====

[3]
Molecular formula: C3H4N2O
Method: DFT, ωB97M-V with the def2-TZVPD basis set

ΔE to the lowest compared entry with this formula, charge and spin = 105.0 kcal per mole
HOMO level = -9.34 eV
Calculated total energy = -8199.332 eV
Structure (SMILES) = [H]/N=N/C=C=CO

Structure (ORCA input):
```
! wB97M-V def2-TZVPD RIJCOSX def2/J DEFGRID3
* xyz 0 1
H 1.785 -0.297 -1.921
N 0.937 -0.251 -1.349
N 0.755 -1.382 -0.883
C -0.382 -1.465 0.042
C -0.844 -0.326 0.482
C -0.609 0.968 0.452
O 0.345 1.521 1.256
H -0.714 -2.462 0.300
H -1.151 1.602 -0.252
H -0.121 2.091 1.873
*
```

=====

[4]
Molecular formula: C4H8NO2PS
Method: DFT, ωB97M-V with the def2-TZVPD basis set

ΔE to the lowest compared entry with this formula, charge and spin = 141.4 kcal per mole
HOMO level = -8.64 eV
Calculated total energy = -29981.761 eV
Structure (SMILES) = C[C@H](S)ON=[PH]=CC=O

Structure (ORCA input):
```
! wB97M-V def2-TZVPD RIJCOSX def2/J DEFGRID3
* xyz 0 1
C 1.349 1.770 2.352
C 1.262 0.896 1.095
S 1.629 2.029 -0.248
O 0.015 0.273 1.046
N -0.152 -0.615 -0.043
P -1.628 -0.849 -0.466
C -2.095 -1.895 -1.676
C -1.055 -2.038 -2.600
O -0.049 -1.378 -2.589
H 2.165 1.429 2.983
H 0.362 1.742 2.842
H 1.591 2.795 2.143
H 1.921 0.134 1.146
H 1.729 1.058 -1.236
H -2.661 -0.520 0.553
H -3.159 -2.053 -1.875
H -1.226 -2.777 -3.428
*
```

=====

Among the records above, which one has the lowest HOMO level?
C6H11N2

=====

Which formula does entry 2 have?
C6H11N2